1.
Formula: C4H11N3O
Source: OMol25
Level of theory: wB97M-V/def2-TZVPD

The geometry in ORCA input format:
```
! RIJCOSX wB97M-V def2-TZVPD def2/J DEFGRID3
* xyz 0 1
C 1.513 0.187 -0.610
N 0.435 -0.329 0.133
C 0.302 -2.429 -2.179
N -0.012 -2.596 -0.980
H 0.163 -1.782 -0.296
H 1.617 1.265 -0.392
H 2.494 -0.292 -0.466
H 1.237 0.223 -1.681
H 0.153 -3.250 -2.882
H 0.696 -1.498 -2.612
C -2.021 1.307 0.972
C -0.535 1.555 1.027
N 0.190 0.634 1.929
O -0.002 2.593 0.689
H 1.146 0.870 2.151
H -0.212 -0.183 2.361
H -2.478 2.035 0.306
H -2.486 1.387 1.955
H -2.198 0.305 0.578
*
```

Summary:
Molar mass in g/mol: 117.15
Relative energy (zero: lowest compared OMol25 entry of this formula, charge and spin) in eV: 6.030
Max |F| in eV/A: 2.473
LUMO (alpha / beta) in eV: -0.279 / -0.281

---

2.
Formula: C4H11N3O
Source: OMol25
Level of theory: wB97M-V/def2-TZVPD

The geometry in ORCA input format:
```
! RIJCOSX wB97M-V def2-TZVPD def2/J DEFGRID3
* xyz 0 1
H -0.036 -2.225 1.179
N -0.823 -1.613 1.000
C -0.561 -0.452 0.695
O -1.916 0.557 0.291
C -2.932 -0.162 -0.344
N 0.237 0.373 0.069
C 0.426 1.791 0.343
N 1.672 -0.533 0.422
C 2.357 -0.740 -0.839
H -3.260 -1.018 0.260
H -2.620 -0.541 -1.326
H -3.792 0.507 -0.462
H 0.764 1.964 1.368
H -0.530 2.284 0.191
H 1.162 2.181 -0.360
H 2.220 0.089 1.018
H 2.625 0.185 -1.366
H 3.278 -1.300 -0.647
H 1.728 -1.347 -1.491
*
```

Summary:
Molar mass in g/mol: 117.15
Relative energy (zero: lowest compared OMol25 entry of this formula, charge and spin) in eV: 5.257
Max |F| in eV/A: 6.786
SMILES: [H]/N=C(/OC)N(C)NC
LUMO in eV: 0.777

---

3.
Formula: C4H11N3O
Source: OMol25
Level of theory: wB97M-V/def2-TZVPD

The geometry in ORCA input format:
```
! RIJCOSX wB97M-V def2-TZVPD def2/J DEFGRID3
* xyz 0 1
C 1.218 1.180 -0.852
N 0.697 1.070 0.513
C 1.476 0.122 1.410
O 2.026 0.518 2.388
H 0.538 1.980 0.937
H 0.945 -0.913 1.047
H 0.411 1.516 -1.503
H 2.079 1.849 -0.876
H 1.503 0.186 -1.195
C -0.650 -1.869 -0.782
N -0.677 -1.112 0.457
C -1.080 0.359 0.382
N -1.589 0.851 -0.703
H -1.115 -1.580 1.234
H -2.425 1.399 -0.524
H -1.434 0.612 1.393
H 0.380 -2.114 -1.054
H -1.220 -2.795 -0.695
H -1.083 -1.259 -1.578
*
```

Summary:
Molar mass in g/mol: 117.15
Relative energy (zero: lowest compared OMol25 entry of this formula, charge and spin) in eV: 4.097
Max |F| in eV/A: 2.663
LUMO in eV: 0.812

---

4.
Formula: C4H11N3O
Source: OMol25
Level of theory: wB97M-V/def2-TZVPD

The geometry in ORCA input format:
```
! RIJCOSX wB97M-V def2-TZVPD def2/J DEFGRID3
* xyz 0 1
H 1.884 1.337 -0.091
N 1.810 0.781 0.764
C 0.795 -0.060 0.679
N 0.622 -0.841 1.819
C -0.504 0.111 -0.230
C -1.803 0.061 0.572
C -0.459 1.382 -1.080
O -0.397 -1.074 -1.022
N 1.196 -1.103 -1.120
H 0.087 -1.690 1.690
H 1.506 -0.997 2.290
H -2.663 0.197 -0.091
H -1.811 0.844 1.335
H -1.936 -0.905 1.065
H -0.455 2.270 -0.440
H 0.436 1.430 -1.707
H -1.327 1.431 -1.743
H 1.692 -1.824 -0.589
H 1.327 -1.349 -2.101
*
```

Summary:
Molar mass in g/mol: 117.15
Relative energy (zero: lowest compared OMol25 entry of this formula, charge and spin) in eV: 4.064
Max |F| in eV/A: 5.621
SMILES: [H]/N=C(/N)C(C)(C)ON
LUMO in eV: 0.869